DFT (ωB97M-V with the def2-TZVPD basis set) results for a structure of composition C8H22F9N10O15S3Y at a distorted geometry.

Summary:
- Max |F|: 6.1 eV/A
- Multiplicity: 1
- Molar mass: 854.4 g mol⁻¹
- LUMO energy: -0.0304 eV
- Relative energy (zero: lowest compared OMol25 entry of this formula, charge and spin): 67.4 kcal/mol
- Orbital gap: 9.3202 eV

Cartesian coordinates (Å):
N  2.63  1.11  3.50
O  4.00  0.30  0.90
O  -1.63  0.25  1.72
C  0.65  1.80  -3.26
H  0.95  -4.23  -2.62
O  1.16  -1.47  1.07
O  -2.11  0.79  -0.94
O  0.07  1.36  -2.25
O  -1.54  -1.65  -0.19
H  3.04  1.39  4.37
H  -0.70  3.03  1.36
H  1.98  0.31  -3.61
O  -1.59  -4.01  0.44
O  1.91  1.10  -0.29
H  2.91  -1.31  -2.58
S  3.42  0.91  -0.32
H  -3.01  -0.01  4.48
O  0.89  0.76  2.16
O  -0.34  2.60  0.59
H  3.63  -3.21  1.64
H  1.97  -4.45  1.94
H  0.94  3.42  -4.48
N  0.51  -3.35  -2.38
F  -3.01  1.45  -3.68
F  -4.73  -3.85  -0.02
F  -3.88  -2.57  1.55
H  0.45  -3.91  1.32
H  -1.36  -0.49  4.05
H  2.12  1.78  -4.49
N  -3.69  0.60  2.44
O  3.83  0.27  -1.57
C  -2.43  0.28  2.62
H  -0.26  1.66  4.18
O  -4.32  1.52  -0.16
F  5.10  3.02  -1.25
O  -2.72  3.18  -1.09
H  -4.29  0.74  3.24
N  1.57  1.19  -3.89
F  4.29  3.22  0.82
F  3.01  3.53  -0.81
C  1.37  1.09  3.26
C  -3.99  -2.81  0.21
H  -4.03  0.79  1.50
H  -0.14  3.32  -0.02
S  -2.16  -2.99  -0.40
H  3.24  0.99  2.70
O  0.67  -1.25  -1.60
C  -4.00  1.57  -2.81
H  1.23  1.86  5.10
N  3.13  -2.34  1.60
H  -0.33  3.60  -3.35
C  1.80  -2.45  1.44
C  4.02  2.79  -0.42
H  3.47  -1.39  1.62
C  1.15  -2.20  -2.17
Y  -0.18  0.28  -0.02
H  2.68  -2.97  -3.08
S  -3.19  1.78  -1.08
N  1.41  -3.71  1.57
N  2.29  -2.09  -2.76
N  0.73  1.49  4.30
F  -4.56  -1.74  -0.33
N  0.39  3.02  -3.74
H  -0.48  -3.34  -2.19
F  -4.71  2.66  -3.06
O  -2.15  -3.43  -1.81
N  -2.25  -0.07  3.83
F  -4.79  0.49  -2.80

***

DFT (ωB97M-V with the def2-TZVPD basis set) results for a structure of composition C8H22IMgN2O2 at a distorted geometry.

Summary:
- Max |F|: 17.4 eV/A
- Multiplicity: 1
- Molar mass: 329.5 g mol⁻¹
- Total charge: +1
- LUMO energy: -6.5895 eV
- Relative energy (zero: lowest compared OMol25 entry of this formula, charge and spin): 355.0 kcal/mol
- Orbital gap: 4.9388 eV

Cartesian coordinates (Å):
H  2.07  -0.76  2.25
C  0.30  3.05  -0.53
H  -1.31  1.98  1.59
H  -1.57  0.03  -0.49
H  0.25  3.82  0.24
H  -1.21  -0.98  -2.76
H  -0.02  0.30  0.21
H  2.14  -0.30  0.68
H  1.05  0.55  1.70
H  1.10  -1.12  -1.82
H  -0.09  -1.90  2.84
Mg  -1.64  0.94  4.72
H  -0.76  -0.56  2.44
H  0.11  -3.46  0.43
C  -0.98  2.12  -0.51
O  0.03  0.33  -1.87
I  -0.71  1.07  3.05
O  1.77  -2.76  -0.58
H  -1.67  2.35  -1.31
C  1.39  -0.46  1.45
C  1.19  -2.20  -1.79
H  1.47  -3.14  1.48
H  -1.56  3.38  0.94
H  1.70  -2.59  -2.68
H  -0.30  -0.01  -3.86
H  -1.72  0.70  -3.04
N  -0.63  -1.50  2.09
C  0.93  -2.76  0.61
C  -0.86  0.05  -2.93
C  0.28  -1.45  0.99
C  -0.64  0.60  -0.64
H  -0.25  -1.04  0.14
H  0.18  -2.58  -1.97
H  1.16  2.43  -0.31
H  0.46  3.48  -1.52
N  -1.69  2.40  0.76

***

DFT (ωB97M-V with the def2-TZVPD basis set) results for a structure of composition C8H22N2O2Rb at a distorted geometry.

Summary:
- Max |F|: 1.1 eV/A
- Multiplicity: 1
- Molar mass: 263.7 g mol⁻¹
- Total charge: +1
- LUMO energy: -3.2839 eV
- Relative energy (zero: lowest compared OMol25 entry of this formula, charge and spin): 21.2 kcal/mol
- Orbital gap: 9.2733 eV

Cartesian coordinates (Å):
H  -24.12  47.56  -6.63
H  -16.07  44.65  -5.84
H  -21.71  48.65  -8.98
C  -21.10  50.22  -7.63
C  -22.16  49.48  -8.42
C  -13.34  47.14  -2.36
H  -13.21  48.21  -2.54
H  -20.27  50.04  -5.77
C  -16.74  44.83  -3.35
C  -16.23  45.93  -4.25
H  -13.19  46.96  -1.29
N  -20.71  49.42  -6.44
H  -20.08  51.33  -9.16
Rb  -18.83  47.12  -6.37
C  -14.77  46.23  -3.99
O  -14.66  46.73  -2.69
H  -14.21  45.29  -4.10
H  -17.74  44.50  -3.65
O  -23.27  49.09  -7.65
H  -16.85  46.81  -4.00
H  -23.60  47.15  -8.30
C  -19.88  50.48  -8.51
H  -16.08  43.95  -3.39
H  -12.59  46.59  -2.93
H  -16.79  45.16  -2.32
N  -16.46  45.58  -5.69
H  -14.40  46.97  -4.72
H  -19.64  49.60  -9.10
H  -21.51  48.99  -6.00
H  -19.01  50.73  -7.89
H  -21.53  51.17  -7.29
H  -15.79  46.17  -6.19
H  -22.41  47.29  -6.99
C  -23.35  47.70  -7.39
H  -22.53  50.20  -9.16

***

DFT (ωB97M-V with the def2-TZVPD basis set) results for a cluster of 2 separate species, C8H22N6 in total at a distorted geometry.

Summary:
- Max |F|: 1.7 eV/A
- Multiplicity: 1
- Molar mass: 202.3 g mol⁻¹
- Total charge: +2
- LUMO energy (alpha / beta): -10.4598 / -10.8737 eV
- Relative energy (zero: lowest compared OMol25 entry of this formula, charge and spin): 49.7 kcal/mol
- Orbital gap (alpha / beta): 1.5302 / 1.0923 eV

Cartesian coordinates (Å):
H  3.09  -3.19  -0.54
C  0.17  1.57  0.84
H  -0.34  -1.52  -4.26
H  2.75  2.33  0.08
H  -1.87  1.87  -2.49
H  1.01  3.77  -0.71
C  0.47  2.99  -1.25
N  0.78  -1.46  -1.76
C  2.32  1.50  -0.48
H  -2.40  0.38  -3.17
N  0.27  0.64  -1.38
C  2.94  -2.32  -1.17
C  -0.72  0.23  -2.05
H  -4.43  -1.08  9.18
H  -1.74  -2.29  -3.66
N  -1.73  0.88  -2.60
H  2.58  0.58  0.03
H  0.80  3.00  -2.28
H  3.74  -2.29  -1.91
H  -0.59  3.21  -1.19
N  1.43  -3.53  -2.60
H  0.58  -3.67  -3.11
H  -5.73  -0.21  8.50
H  -1.27  -1.75  -1.47
N  -0.82  -1.91  -3.46
C  1.62  -2.43  -1.87
H  2.76  1.49  -1.48
C  0.80  1.64  -0.55
H  2.15  -4.22  -2.66
H  0.56  2.37  1.45
H  -0.91  1.66  0.79
C  -0.59  -1.32  -2.22
H  0.42  0.63  1.32
H  -4.37  0.62  9.10
H  2.98  -1.42  -0.57
N  -4.76  -0.24  8.74

***

DFT (ωB97M-V with the def2-TZVPD basis set) results for a cluster of 2 separate species, C8H22NO2Si in total at a distorted geometry.

Summary:
- Max |F|: 2.6 eV/A
- Multiplicity: 1
- Molar mass: 192.4 g mol⁻¹
- Total charge: +1
- LUMO energy: -2.6377 eV
- Orbital gap: 8.7207 eV

Cartesian coordinates (Å):
C  1.86  0.43  -0.61
H  -2.89  0.50  0.09
H  3.12  1.36  -2.77
H  0.75  -1.56  2.05
C  -2.43  -1.59  -0.08
H  -2.29  -1.58  -1.17
H  -3.49  -0.49  1.43
O  -1.15  -1.56  0.51
H  -0.66  1.98  5.09
C  -0.51  1.59  2.99
H  0.56  1.80  2.89
H  -0.26  0.30  4.70
H  1.34  -1.81  -3.05
H  0.39  0.36  -3.62
Si  -0.21  -0.69  1.43
H  2.79  -0.02  -3.83
N  1.71  -0.01  -2.00
O  -0.88  0.59  2.06
H  3.77  -0.24  -2.37
H  -1.91  0.90  4.47
C  -0.86  1.16  4.41
H  0.58  -1.69  -1.44
H  2.31  -1.98  -1.57
H  1.83  1.52  -0.54
C  0.55  0.69  -2.59
C  2.92  0.29  -2.80
C  1.47  -1.46  -2.02
C  -3.33  -0.46  0.35
H  -1.08  2.49  2.71
H  -0.33  0.48  -2.00
H  2.79  0.05  -0.20
H  0.73  1.76  -2.59
H  -2.87  -2.56  0.19
H  -4.30  -0.55  -0.14

***

DFT (ωB97M-V with the def2-TZVPD basis set) results for a cluster of 5 separate species, C8H23B3ClN9O11 in total.

Summary:
- Max |F|: 0.8 eV/A
- Multiplicity: 1
- Molar mass: 489.2 g mol⁻¹
- SMILES: CC(=O)OCCB1OB(Cl)OB(ON=O)O1.NC(N)=O.NC(N)=O.NC(N)=O.NC(N)=O
- LUMO energy: -1.0541 eV
- Relative energy (zero: lowest compared OMol25 entry of this formula, charge and spin): 0.0 kcal/mol
- Orbital gap: 8.6751 eV

Cartesian coordinates (Å):
C  -3.04  1.27  -2.59
Cl  -3.88  -2.60  2.29
H  -0.09  -0.64  -2.52
C  3.64  0.04  7.53
C  -0.78  -2.60  -1.93
H  4.75  -1.51  8.21
H  -1.40  -3.41  -2.33
O  -1.52  0.75  -4.38
H  1.08  2.55  3.10
H  0.82  4.85  -1.65
H  -3.47  0.75  -1.74
H  -3.26  -4.02  -4.90
H  1.29  0.53  4.31
C  -0.74  -1.43  -2.90
O  -0.82  -0.94  0.03
B  -1.24  -2.16  -0.51
B  -2.30  -2.43  1.57
H  2.86  1.83  6.96
H  5.59  0.00  8.27
N  0.48  3.28  -4.44
O  -2.03  -2.93  0.32
C  -1.45  -3.56  -5.84
N  0.96  3.03  3.97
H  -2.54  -2.51  -4.44
O  -0.99  3.56  -2.75
H  1.99  4.65  -2.91
N  1.13  1.05  5.15
N  3.69  1.38  7.32
H  -0.39  -1.72  -3.89
H  -3.84  1.65  -3.23
O  2.65  -0.63  7.27
O  0.82  3.01  6.23
H  1.39  3.41  -4.84
O  -2.09  -0.91  -2.98
O  -0.52  -2.78  -5.93
H  4.48  1.95  7.54
H  0.82  4.03  3.97
H  -0.75  -4.89  -7.20
N  1.07  4.48  -2.54
N  -2.51  -3.36  -4.99
N  -1.51  -4.71  -6.57
C  0.96  2.40  5.19
H  0.25  -2.98  -1.83
H  -0.19  2.68  -4.90
N  4.77  -0.53  8.05
B  -0.49  -1.01  1.37
C  -2.15  0.39  -3.43
O  0.66  -0.46  1.87
H  -2.27  -5.36  -6.52
H  -2.42  2.11  -2.30
O  0.93  1.41  0.78
N  1.45  0.41  0.95
O  -1.31  -1.72  2.22
H  1.15  0.55  6.03
C  0.12  3.77  -3.22